No. 1
# C9H13NO2S

An isolated molecule of C9H13NO2S (ωB97M-V/def2-TZVPD, the Open Molecules 2025 dataset).

Geometry as XYZ:
```
26
Properties=species:S:1:pos:R:3:forces:R:3
C -2.772 -1.870 -1.476 2.6939 1.9760 0.9962
C -1.707 -1.703 -0.684 -0.4380 0.9068 -0.8389
C -0.860 -0.471 -0.630 0.0934 0.0616 -1.1091
C -0.549 0.314 -1.687 0.5752 1.3207 5.0351
C 0.063 1.634 -1.433 0.6092 -0.2719 0.2523
C 0.786 1.967 -0.373 -1.6129 -2.7967 0.7022
C 0.834 0.868 0.635 2.7717 0.4490 1.4096
S 2.388 0.007 0.255 0.6754 -1.4659 -2.1834
N 2.773 -1.040 1.512 -1.7490 0.1312 -0.5189
O 2.269 -0.758 -0.973 -0.4003 0.0411 0.9534
O 3.430 0.983 0.278 0.3141 0.9841 0.5466
C -0.355 -0.006 0.701 -1.2988 -2.6189 1.7211
C -1.501 0.692 1.525 2.4798 1.0083 -1.4890
H -3.461 -2.617 -1.420 -1.4541 -2.2545 0.1241
H -2.936 -1.072 -2.116 -0.7896 1.2789 -1.4248
H -1.544 -2.463 0.012 0.6498 -0.9781 1.3249
H -0.689 0.026 -2.616 -1.0269 -1.2252 -4.4309
H 0.019 2.432 -2.096 -0.5811 0.8928 -1.9194
H 1.222 2.871 -0.133 0.7769 1.7626 -0.0280
H 1.225 1.196 1.636 -1.1321 0.1347 -0.4837
H 2.747 -1.994 1.186 -0.2499 -0.2389 -0.1346
H 3.704 -0.811 1.731 1.3834 0.4153 0.6178
H -0.008 -0.924 1.265 -0.4940 0.7022 -0.4080
H -1.864 1.382 0.768 -0.3606 0.6184 0.4025
H -0.880 1.221 2.264 -1.1957 0.0304 0.3917
H -2.337 0.135 1.869 -0.2400 -0.8641 0.4911
```
Forces are in eV/Å.

The value obtained for the energy above the lowest of the compared OMol25 structures with the same formula, charge and spin is 79.74 kcal per mole. The value obtained for the frontier orbital gap is 8.70 eV. Its structure (SMILES) is C=CC1=CC=C[C@H](S(N)(=O)=O)[C@H]1C.

No. 2
# C4H11NO2

An isolated molecule of C4H11NO2 (ωB97M-V/def2-TZVPD, the Open Molecules 2025 dataset).

Geometry as XYZ:
```
18
Properties=species:S:1:pos:R:3:forces:R:3
N -1.998 -0.198 -0.766 0.4320 1.3424 0.2637
C -0.726 0.236 -0.142 1.2681 -0.7198 -0.1377
C -0.355 -0.834 0.884 -0.2581 0.0686 0.3296
O -1.474 -1.092 1.748 -0.4457 0.6225 -0.8657
C 0.454 0.398 -1.177 -1.3726 -0.5982 0.2719
C 1.857 0.402 -0.592 0.4830 -0.0876 -0.0286
O 1.989 0.945 0.736 -0.0062 -0.6324 -0.3732
H -2.633 0.585 -0.639 -0.2122 -0.1834 -0.4084
H -2.385 -0.913 -0.162 -0.0744 -0.0791 -0.0180
H -0.702 1.222 0.346 -0.9943 -0.2643 0.2854
H 0.452 -0.432 1.485 0.3664 -0.4420 -0.0939
H -0.124 -1.798 0.397 0.3613 0.4404 -0.1003
H -1.129 -1.452 2.547 0.2634 -0.4155 0.8644
H 0.270 1.308 -1.753 -0.0791 -0.0681 -0.0709
H 0.320 -0.467 -1.833 0.3212 0.2363 -0.2663
H 2.522 1.010 -1.208 0.0100 -0.2784 -0.3818
H 2.228 -0.634 -0.606 0.1082 0.4300 0.4610
H 1.431 1.715 0.735 -0.1710 0.6287 0.2688
```
Forces are in eV/Å.

The value obtained for the energy above the lowest of the compared OMol25 structures with the same formula, charge and spin is 40.56 kcal per mole. The value obtained for the frontier orbital gap is 10.29 eV. Its structure (SMILES) is N[C@@H](CO)CCO.

No. 3
# C2H2N

The ion C2H2N with charge -1 (ωB97M-V/def2-TZVPD, the Open Molecules 2025 dataset).

Geometry as XYZ:
```
5
Properties=species:S:1:pos:R:3:forces:R:3
C 1.137 0.003 0.128 0.1804 -0.1094 0.4415
C -0.081 -0.186 0.061 -0.0761 0.1748 -0.5890
N -1.359 -0.420 -0.034 0.0387 0.0240 0.2410
H 2.155 0.132 -0.150 -0.0885 -0.0079 -0.0914
H -1.852 0.471 -0.005 -0.0544 -0.0815 -0.0021
```
Forces are in eV/Å.

Its charge is -1. The value obtained for the frontier orbital gap is 6.73 eV.

No. 4
# C3H5Cl3

An isolated molecule of C3H5Cl3 (ωB97M-V/def2-TZVPD, the Open Molecules 2025 dataset).

Geometry as XYZ:
```
11
Properties=species:S:1:pos:R:3:forces:R:3
Cl -2.128 -1.190 -1.038 -0.0346 -0.3791 -0.7852
C -1.314 -0.359 0.247 1.2986 -1.4247 2.3771
C -0.026 0.449 -0.014 0.3260 1.2465 2.4443
Cl -0.256 1.680 -1.268 -0.2196 -0.1239 -0.6782
C 1.432 -0.032 -0.010 -0.4179 0.5757 -1.7847
Cl 1.576 -1.396 -1.130 0.3998 -0.3019 -0.3790
H -1.982 0.384 0.622 -0.6868 0.3961 0.0994
H -1.188 -1.119 1.157 0.1476 1.5547 -2.0274
H -0.038 1.099 0.894 0.0352 -0.4201 -0.3554
H 2.046 0.833 -0.364 -0.4709 -0.8666 0.0924
H 1.877 -0.349 0.904 -0.3774 -0.2567 0.9966
```
Forces are in eV/Å.

The value obtained for the energy above the lowest of the compared OMol25 structures with the same formula, charge and spin is 15.65 kcal per mole. The value obtained for the frontier orbital gap is 11.19 eV. Its structure (SMILES) is ClCC(Cl)CCl.

No. 5
# C3H4O2Pb

A structure of composition C3H4O2Pb (ωB97M-V/def2-TZVPD, the Open Molecules 2025 dataset).

Geometry as XYZ:
```
10
Properties=species:S:1:pos:R:3:forces:R:3
C 0.217 -0.043 -1.133 -0.4866 -4.2154 -1.5191
C -0.371 -1.136 -1.271 1.7930 3.3302 0.1846
H -1.037 -1.127 0.517 -0.2762 1.4685 2.7426
H -0.436 -1.990 -1.926 -0.7413 -0.1839 0.4093
O 1.266 0.756 -1.079 -0.2815 1.1427 1.3597
H 1.530 1.092 -1.946 -0.1255 0.0226 -0.3870
C -0.925 -0.272 1.569 0.4544 -0.6436 -3.1491
O -0.207 0.630 1.061 -0.7513 -0.6268 0.9425
Pb 1.187 2.155 1.598 0.7858 0.6506 -0.3450
H -1.223 -0.066 2.611 -0.3708 -0.9449 -0.2384
```
Forces are in eV/Å.

The value obtained for the energy above the lowest of the compared OMol25 structures with the same formula, charge and spin is 94.72 kcal per mole. Its charge is +2. The value obtained for the frontier orbital gap is 6.11 eV.

No. 6
# C18H21N4O13Ti

A structure of composition C18H21N4O13Ti (ωB97M-V/def2-TZVPD, the Open Molecules 2025 dataset).

Geometry as XYZ:
```
57
Properties=species:S:1:pos:R:3:forces:R:3
Ti 0.157 -0.022 -0.582 -0.0267 -0.2613 -0.2367
O 2.336 2.580 1.528 0.0160 0.0157 0.0278
C 1.438 2.260 0.780 -0.0990 -0.0093 -0.0672
O 1.291 0.959 0.452 0.2778 -0.0319 0.1979
C 0.449 3.202 0.214 0.0461 -0.0029 0.0366
C 0.624 4.556 0.569 -0.0305 0.0042 -0.0154
C -0.262 5.478 0.070 0.0050 0.0323 0.0162
C -1.346 5.137 -0.723 -0.0197 0.0149 -0.0063
C -1.574 3.787 -1.043 -0.0296 -0.0132 0.0502
C -0.609 2.805 -0.628 -0.0308 0.0047 -0.0437
O -0.698 1.567 -1.063 -0.0120 0.3651 0.0721
N -2.724 3.472 -1.755 0.1461 -0.0796 -0.2738
O -3.390 4.423 -2.254 -0.0515 0.0034 0.1218
O -3.094 2.259 -1.898 -0.0418 0.0796 0.1154
N -0.060 6.893 0.408 -0.0092 -0.0245 0.0222
O -0.830 7.713 -0.057 0.0082 0.0029 -0.0026
O 0.870 7.184 1.143 -0.0024 0.0048 -0.0115
H 1.449 4.841 1.200 0.0000 0.0012 0.0016
H -2.038 5.876 -1.089 0.0099 0.0107 -0.0003
O 0.014 -4.870 -3.890 0.0097 0.0130 -0.0176
C -0.104 -5.252 -2.632 -0.0801 0.0001 0.0114
O -0.343 -6.392 -2.315 0.0400 0.0013 -0.0026
C 0.063 -4.201 -1.590 0.1156 -0.0526 0.0714
C 0.060 -4.440 -0.229 0.0189 0.0650 -0.0467
N 0.235 -3.258 0.390 -0.0338 -0.1079 -0.0234
N 0.387 -2.268 -0.497 -0.0237 -0.0737 0.0931
C 0.292 -2.818 -1.695 -0.0153 0.2411 -0.1011
C 0.526 -1.860 -2.836 0.0236 0.0475 0.0705
O 0.552 -2.279 -3.988 -0.0141 -0.0609 0.0582
O 0.712 -0.657 -2.440 -0.2454 -0.1425 -0.0983
H 0.214 -3.893 -3.988 0.0181 -0.0128 0.0191
H -0.039 -5.369 0.306 -0.0088 0.0009 0.0050
H 0.528 -3.054 1.341 -0.0041 0.0390 0.0456
C -3.129 -0.621 -1.374 0.0051 0.0057 -0.0091
C -2.919 -0.042 0.002 0.0032 0.0460 -0.0454
O -1.613 -0.461 0.546 -0.0143 -0.0749 -0.1325
H -4.105 -0.311 -1.746 0.0145 0.0085 0.0012
H -3.079 -1.714 -1.374 -0.0029 -0.0194 0.0135
H -2.399 -0.199 -2.069 -0.0296 -0.0104 0.0250
H -3.674 -0.362 0.721 0.0039 0.0062 0.0025
H -2.882 1.042 -0.067 -0.0128 -0.0500 0.0001
H -1.698 -1.360 0.883 0.0160 0.0063 -0.0171
C 3.409 -2.295 0.431 0.0353 0.0000 -0.0200
C 3.134 -1.490 1.679 0.0159 0.0392 -0.0027
O 1.769 -1.624 2.078 0.0311 -0.0227 0.0594
C 1.510 -0.783 3.201 -0.0515 0.0288 -0.0110
C 0.046 -0.868 3.560 -0.0311 -0.0043 0.0115
H 4.481 -2.292 0.233 0.0015 -0.0042 -0.0014
H 2.909 -1.870 -0.439 0.0127 -0.0049 0.0290
H 3.092 -3.334 0.548 0.0193 -0.0001 0.0010
H 3.340 -0.429 1.505 0.0020 -0.0049 -0.0028
H 3.772 -1.830 2.504 -0.0078 -0.0055 -0.0005
H 1.787 0.244 2.945 -0.0003 -0.0084 0.0086
H 2.138 -1.110 4.040 0.0013 -0.0032 0.0012
H -0.572 -0.443 2.770 0.0172 -0.0087 0.0019
H -0.148 -0.301 4.471 0.0084 0.0061 0.0033
H -0.255 -1.904 3.743 0.0062 0.0004 -0.0044
```
Forces are in eV/Å.

As for the spin multiplicity: 3. The value obtained for the energy above the lowest of the compared OMol25 structures with the same formula, charge and spin is 37.14 kcal per mole. Its charge is -1. The value obtained for the frontier orbital gap (alpha / beta) is 4.09 / 7.40 eV.

No. 7
# C5H15N2

The ion C5H15N2 with charge +2 (ωB97M-V/def2-TZVPD, the Open Molecules 2025 dataset).

Geometry as XYZ:
```
22
Properties=species:S:1:pos:R:3:forces:R:3
C -0.861 -1.473 0.108 2.7087 1.0753 -2.0340
N -1.541 -0.499 0.895 -1.8531 0.1434 0.4180
C -2.588 0.435 0.470 -0.7710 -0.5662 0.1819
C -0.236 -0.780 -1.204 -0.9283 -0.0906 0.6817
N 0.561 0.447 -0.806 0.3250 -0.0576 -0.2453
C 2.066 0.432 -0.503 1.2017 -2.0311 0.2042
C 2.342 0.848 0.933 -0.6521 0.8955 -0.7567
H 0.035 -1.820 0.677 -1.2367 -0.5301 -0.0465
H -1.562 -2.228 -0.303 0.2572 -0.1001 0.6433
H -1.571 -0.749 1.885 0.0767 0.2979 0.2046
H -3.126 0.893 1.298 0.4545 -0.2436 0.4237
H -2.301 1.252 -0.178 0.6842 0.0453 -0.4240
H -3.373 -0.118 -0.092 0.4641 -0.1467 0.0025
H 0.362 -1.457 -1.804 0.0456 -0.1929 0.1267
H -1.100 -0.442 -1.781 0.3618 0.1359 -0.2768
H 0.497 1.162 -1.537 -0.7674 0.1396 0.3925
H 0.112 0.675 0.078 0.2070 1.3458 -0.2646
H 2.385 -0.612 -0.714 -0.0919 0.5724 0.2533
H 2.662 1.057 -1.175 -0.7987 0.0896 -0.2801
H 3.419 0.838 1.097 -0.1204 -0.3246 0.2554
H 1.774 0.228 1.629 0.3752 0.0098 0.2687
H 2.042 1.911 1.027 0.0579 -0.4671 0.2716
```
Forces are in eV/Å.

As for the spin multiplicity: 2. The value obtained for the energy above the lowest of the compared OMol25 structures with the same formula, charge and spin is 38.43 kcal per mole. Its charge is +2. The value obtained for the frontier orbital gap (alpha / beta) is 13.27 / 7.79 eV.

No. 8
# C10H40O10

A cluster of 10 separate species, C10H40O10 in total (ωB97M-V/def2-TZVPD, the Open Molecules 2025 dataset).

Geometry as XYZ:
```
60
Properties=species:S:1:pos:R:3:forces:R:3
C 22.159 16.367 -24.678 0.7945 0.3779 -0.4038
O 21.135 15.411 -24.742 -0.2666 -0.5347 0.1433
H 22.281 16.655 -23.634 0.1225 0.7134 -0.1914
H 23.135 16.015 -25.013 -0.1275 -0.7497 0.0536
H 21.939 17.152 -25.402 -0.0762 0.6797 0.5275
H 20.511 15.769 -24.106 -0.4715 -0.4984 -0.0982
C 15.160 16.519 -25.751 -1.1944 -1.6788 0.6384
O 14.942 15.627 -24.616 0.3479 0.6902 0.1188
H 15.127 17.535 -25.360 0.6215 -0.1613 -0.1848
H 16.036 16.158 -26.290 0.2693 0.7694 0.0474
H 14.297 16.394 -26.405 0.0053 0.2723 -0.2778
H 14.603 14.777 -24.907 0.0163 0.0323 -0.2419
C 11.202 14.281 -20.791 -0.1181 -0.9773 0.4396
O 12.579 14.499 -20.469 -0.6491 0.7143 -0.4158
H 11.135 13.392 -21.417 -0.1691 -0.1898 0.0438
H 10.686 14.103 -19.848 0.0074 -0.1867 -0.0324
H 10.611 15.042 -21.301 0.6732 0.6319 -0.0427
H 12.919 15.112 -21.125 0.2821 0.0231 -0.0128
C 19.268 6.928 -25.190 0.3208 -0.9290 0.3423
O 18.300 7.918 -25.065 -1.1112 1.0956 -0.1017
H 19.334 6.411 -24.232 0.4730 -0.0800 0.1245
H 18.917 6.173 -25.893 0.0662 0.1428 -0.2591
H 20.242 7.304 -25.501 0.0043 -0.0466 0.0067
H 18.680 8.798 -25.004 0.1614 -0.1586 -0.0172
C 20.424 15.478 -18.269 0.2307 1.8813 0.3155
O 20.310 16.366 -19.390 -0.4995 -0.8534 -0.3241
H 19.462 15.218 -17.828 -0.1103 -0.3274 -0.2987
H 21.071 14.618 -18.444 -0.0935 0.0036 -0.0451
H 20.857 16.204 -17.581 0.4585 -0.7821 0.6567
H 19.622 16.007 -19.956 -0.0511 0.0572 -0.3874
C 14.761 19.107 -20.503 -0.0470 -1.0416 0.0868
O 13.561 19.718 -20.930 0.2172 0.7125 -0.2407
H 14.434 18.369 -19.771 0.7366 -0.2859 0.2443
H 15.241 18.588 -21.333 -0.3363 -0.0266 -0.1619
H 15.541 19.750 -20.096 -0.2893 0.4575 0.2010
H 13.161 20.051 -20.123 -0.2737 0.1616 -0.1390
C 16.808 8.145 -21.195 -0.2593 -0.0106 -0.6748
O 16.226 7.195 -22.114 0.2576 0.5599 0.6537
H 16.737 9.125 -21.668 0.1503 0.2708 0.2362
H 16.258 8.199 -20.256 -0.0131 -0.3601 -0.1089
H 17.859 7.913 -21.024 0.0290 -0.0223 0.2092
H 16.496 7.559 -22.960 -0.0894 -0.4341 -0.4225
C 17.553 13.344 -21.705 -0.8123 -1.2603 0.1949
O 17.773 14.728 -21.915 0.4184 -0.6772 0.1133
H 17.942 12.610 -22.411 0.6299 0.6241 -0.8061
H 17.941 12.941 -20.770 0.1308 0.8817 0.3421
H 16.493 13.091 -21.716 -0.3033 0.3157 0.2552
H 17.213 14.973 -22.656 -0.0851 0.1996 -0.1156
C 19.100 19.861 -22.699 0.7166 0.2572 0.5143
O 20.276 20.277 -23.391 0.0391 -0.1637 0.2172
H 18.947 18.799 -22.893 -0.5352 0.3069 -0.5879
H 19.248 19.883 -21.619 0.1310 0.1718 0.2331
H 18.316 20.584 -22.925 -0.5875 -0.6721 -0.1975
H 20.572 21.067 -22.933 0.2310 0.0717 -0.1732
C 14.285 10.849 -26.351 -0.4631 -0.9840 0.8302
O 14.050 11.170 -24.974 0.3502 1.1360 -0.1664
H 15.036 11.518 -26.771 -0.0297 -0.0110 0.3139
H 14.624 9.814 -26.391 0.2917 0.0184 -0.3823
H 13.376 10.911 -26.949 -0.1227 0.1864 0.0032
H 13.644 10.483 -24.439 0.0012 -0.3135 -0.5950
```
Forces are in eV/Å.

The value obtained for the energy above the lowest of the compared OMol25 structures with the same formula, charge and spin is 130.55 kcal per mole. The value obtained for the frontier orbital gap is 10.34 eV. Its structure (SMILES) is CO.CO.CO.CO.CO.CO.CO.CO.CO.CO.